{
  "formula": "C5H8FNO",
  "method": "ωB97M-V with the def2-TZVPD basis set",
  "species": ["C", "C", "F", "C", "N", "C", "C", "O", "H", "H", "H", "H", "H", "H", "H", "H"],
  "xyz": [[0.954193, 1.831742, -0.730217], [1.127674, 0.524342, -0.647200], [2.124855, 0.037454, 0.060426], [0.243802, -0.576231, -1.232792], [-0.282975, -1.458033, -0.261315], [-1.281933, -0.880059, 0.668669], [-0.674920, 0.066386, 1.776267], [-1.366233, 0.823209, 2.415237], [1.624463, 2.592470, -0.370621], [0.152605, 2.265881, -1.320346], [0.818326, -1.112043, -2.015231], [-0.543903, -0.053903, -1.798721], [0.475006, -1.948219, 0.214989], [-1.752812, -1.726770, 1.188706], [-2.022809, -0.327219, 0.092474], [0.404662, -0.059007, 1.959676]],
  "forces_ev_per_a": [[-0.315, 0.504, -0.751], [-1.440, 0.538, -0.961], [1.323, -0.699, 0.817], [0.771, 1.594, -1.081], [-0.733, -0.672, 0.958], [1.620, -0.016, 0.286], [-1.484, -0.321, -0.508], [0.628, -0.425, -0.357], [0.374, -0.260, 0.489], [-0.123, -0.476, 0.069], [-0.120, 0.008, 0.575], [-0.025, -0.273, 0.322], [-0.455, 0.119, -0.008], [-0.081, 0.362, -0.050], [-0.088, -0.049, 0.118], [0.148, 0.065, 0.083]],
  "largest_force_ev_per_a": 2.1,
  "e_above_lowest_ev": 2.129,
  "total_energy_ev": -11568.29086
}


{
  "formula": "C5H8FNO",
  "method": "ωB97M-V with the def2-TZVPD basis set",
  "species": ["O", "C", "C", "C", "N", "C", "C", "F", "H", "H", "H", "H", "H", "H", "H", "H"],
  "xyz": [[-0.237546, 1.654946, -0.477581], [0.182616, 0.596853, 0.335340], [-0.922868, 0.203412, 1.282160], [-1.889695, -0.532724, 0.246085], [-1.085434, -0.675084, -1.020803], [0.238623, -0.725008, -0.470243], [1.470286, 0.132677, -0.289752], [2.449873, -0.528697, 0.368229], [-0.859305, 1.290456, -1.140061], [-1.385311, 1.077890, 1.737925], [-0.613895, -0.518112, 2.068628], [-2.806128, 0.055529, 0.064442], [-2.223840, -1.521566, 0.650925], [-1.360093, -1.509851, -1.551611], [0.381180, -1.526058, 0.233511], [1.843174, 0.844736, -1.033080]],
  "forces_ev_per_a": [[-0.224, 0.333, -0.304], [0.325, -0.352, 0.129], [-0.071, -0.700, 0.450], [-0.796, -0.097, 0.504], [-0.388, -0.681, -0.475], [0.235, 0.450, -0.250], [-0.241, 0.303, -0.608], [0.088, 0.019, 0.099], [0.182, 0.004, 0.225], [-0.069, -0.085, 0.031], [-0.073, 0.595, -0.477], [0.378, -0.225, -0.069], [0.385, 0.651, -0.277], [0.206, 0.549, 0.294], [0.071, -0.446, 0.362], [-0.006, -0.318, 0.367]],
  "largest_force_ev_per_a": 0.9,
  "e_above_lowest_ev": 4.303,
  "total_energy_ev": -11566.11687
}


{
  "formula": "C5H8FNO",
  "method": "ωB97M-V with the def2-TZVPD basis set",
  "species": ["C", "C", "O", "C", "C", "F", "C", "N", "H", "H", "H", "H", "H", "H", "H", "H"],
  "xyz": [[1.937957, 0.469884, 1.197989], [1.789393, 1.112605, 0.050144], [1.074530, 0.526007, -0.996163], [0.978896, -0.789127, -0.783458], [-0.332026, -1.077852, -0.656620], [-0.796649, -2.312570, -0.638625], [-1.485210, -0.006499, -0.582083], [-2.526488, -0.253930, 0.405515], [2.471082, 0.833324, 2.243320], [1.742397, -0.662490, 1.198422], [1.945399, 2.223253, 0.059483], [1.851104, -1.490704, -0.984246], [-1.117404, 1.108273, -0.487932], [-2.038389, -0.207607, -1.613593], [-2.254871, 0.049230, 1.469728], [-3.239720, 0.478201, 0.118120]],
  "forces_ev_per_a": [[2.006, -1.924, 3.125], [-0.954, 1.692, 1.126], [3.067, 2.801, 0.475], [-2.328, -2.709, -1.482], [0.067, 1.302, 0.571], [-0.187, -0.906, 0.069], [0.611, 0.445, -1.691], [-0.700, 1.835, 2.689], [-1.477, -0.470, -3.298], [0.133, 2.022, 0.360], [-0.151, -1.247, -0.940], [-1.285, 1.019, 0.513], [-0.255, -2.448, -0.701], [1.144, 0.867, 1.846], [-0.457, -0.890, -3.533], [0.766, -1.390, 0.873]],
  "largest_force_ev_per_a": 4.2,
  "e_above_lowest_ev": 4.649,
  "total_energy_ev": -11565.77153
}


{
  "formula": "C5H8FNO2",
  "method": "ωB97M-V with the def2-TZVPD basis set",
  "species": ["C", "C", "C", "C", "C", "F", "N", "O", "O", "H", "H", "H", "H", "H", "H", "H", "H"],
  "xyz": [[-0.807980, 2.984379, 0.699364], [0.019780, 2.049300, 0.564243], [-0.301183, 0.654597, -0.660460], [1.225225, 0.305403, -1.102807], [1.470007, -0.406132, -2.369780], [1.798071, -0.433120, -0.029816], [-1.135526, 1.247509, -1.610577], [-2.285347, 1.316373, -1.192106], [-0.745494, 1.486807, -2.761125], [-0.445997, 3.721465, 1.416460], [-1.821411, 3.124326, 0.249972], [0.872208, 1.651023, 1.020442], [-0.787132, -0.163294, -0.104673], [1.773824, 1.221804, -0.898954], [2.386986, -0.068464, -2.912298], [1.650239, -1.419164, -2.003255], [0.638908, -0.444231, -3.013089]],
  "forces_ev_per_a": [[-2.295, 3.384, 1.076], [-0.158, -6.406, -3.851], [4.444, 1.212, 3.312], [-1.245, 1.758, 2.003], [1.723, -0.846, 0.119], [-0.748, -0.463, -0.029], [-1.362, -1.258, -1.733], [-0.197, 0.930, -0.958], [-0.523, 0.463, 1.523], [-0.567, 0.303, 0.000], [1.231, -0.294, 0.129], [1.276, 0.462, 0.887], [0.094, 0.531, -0.476], [-0.047, 0.426, -1.173], [-0.843, -0.166, 0.484], [0.128, -0.234, -0.461], [-0.911, 0.197, -0.851]],
  "largest_force_ev_per_a": 7.5,
  "e_above_lowest_ev": 5.156,
  "total_energy_ev": -13611.68604
}


{
  "formula": "C5H8FNS",
  "method": "ωB97M-V with the def2-TZVPD basis set",
  "species": ["F", "C", "C", "S", "C", "C", "N", "C", "H", "H", "H", "H", "H", "H", "H", "H"],
  "xyz": [[-2.401661, 1.103660, 0.717099], [-1.176189, 1.454370, 1.358070], [0.082483, 0.818439, 0.950284], [1.420062, 1.197763, 1.974839], [0.096583, 0.151718, -0.272527], [1.420065, -0.296129, -1.148724], [0.660806, -1.472876, -1.580424], [-0.368183, -1.399402, -0.670578], [-1.385545, 1.030042, 2.352345], [-0.996438, 2.438350, 1.669935], [-0.789967, 0.739019, -0.891212], [2.261415, -0.381542, -0.454776], [1.630121, 0.333520, -1.987665], [1.297782, -2.246067, -1.487029], [-1.454733, -1.298302, -0.678712], [-0.296601, -2.172563, 0.149074]],
  "forces_ev_per_a": [[1.450, 0.950, -0.545], [-1.786, -2.741, 2.665], [2.657, 1.566, 2.713], [-2.032, -0.900, -1.856], [-1.074, -1.090, -4.847], [-2.753, 1.540, 1.404], [2.353, -0.391, -2.474], [-1.301, 0.639, 5.748], [0.271, -0.133, 0.031], [-0.437, 2.070, -0.776], [2.628, -1.198, 0.878], [-0.049, -0.537, -0.221], [0.382, 0.672, -0.216], [-0.668, -0.801, -0.151], [-0.081, -0.442, -2.123], [0.441, 0.795, -0.230]],
  "largest_force_ev_per_a": 5.9,
  "e_above_lowest_ev": 3.465,
  "total_energy_ev": -20353.53346
}


{
  "formula": "C5H8FO4Rb",
  "method": "ωB97M-V with the def2-TZVPD basis set",
  "species": ["O", "C", "C", "O", "C", "O", "O", "C", "H", "F", "H", "H", "H", "H", "C", "H", "H", "H", "Rb"],
  "xyz": [[-0.171530, -0.594455, 1.572854], [-1.173436, -1.404496, 1.291859], [-0.997930, -1.966490, -0.118018], [0.645800, -2.517220, -1.599891], [1.075540, -1.514646, -0.963785], [2.341469, -1.522409, -0.594636], [0.065138, -0.713211, -0.735800], [3.213441, -0.559038, -1.203179], [-1.815016, -2.086336, -0.833088], [-2.471331, -0.713824, 1.233486], [-1.359413, -2.200271, 2.035266], [-0.877248, -3.031004, 0.140559], [4.007942, -1.156756, -1.665454], [2.677217, 0.007564, -1.974465], [3.774953, 0.357478, -0.138058], [4.639245, 0.894704, -0.551576], [3.034340, 1.098093, 0.189358], [4.121182, -0.220405, 0.729428], [-0.314658, 1.604228, 1.065612]],
  "forces_ev_per_a": [[-1.274, -2.885, 2.071], [1.303, 1.444, -0.391], [-1.604, 0.729, 0.891], [2.986, 0.271, 0.438], [-3.222, -5.426, -3.789], [-0.001, 1.469, 0.417], [-0.247, -0.028, 1.702], [0.259, 0.143, 0.242], [0.132, 1.265, 0.043], [-0.331, 0.609, 0.312], [-0.152, -0.048, -0.234], [2.238, 0.199, -1.014], [-0.173, 0.252, -0.030], [0.144, -0.188, 0.051], [0.356, 0.224, -0.040], [-0.195, -0.005, 0.137], [0.142, -0.211, 0.012], [-0.173, 0.141, -0.254], [-0.190, 2.045, -0.565]],
  "largest_force_ev_per_a": 7.4,
  "e_above_lowest_ev": 3.694,
  "total_energy_ev": -16873.61350
}


{
  "formula": "C5H8N",
  "method": "ωB97M-V with the def2-TZVPD basis set",
  "species": ["C", "C", "N", "C", "C", "C", "H", "H", "H", "H", "H", "H", "H", "H"],
  "xyz": [[-0.605879, 1.983089, -1.392849], [-0.424995, 0.854889, -0.627659], [-0.185872, -0.265960, -0.007570], [-1.260896, -1.269818, 0.407625], [1.020315, -0.664541, 0.599348], [2.037053, 0.229777, 0.596845], [-0.639217, 2.928279, -0.959286], [-0.632718, 2.136337, -2.482778], [-1.128967, -2.091956, -0.187873], [-1.162311, -1.642767, 1.464347], [-2.198394, -0.852825, 0.240184], [1.055253, -1.729672, 0.926875], [2.911143, -0.045926, 1.170983], [1.846031, 1.175786, 0.098132]],
  "forces_ev_per_a": [[0.909, -4.287, 1.541], [-0.096, 0.769, -1.969], [-2.734, 1.440, -0.319], [0.732, 1.384, 1.733], [3.170, 0.918, -0.472], [-1.542, -1.896, 0.656], [-0.386, 1.363, 1.528], [0.149, -1.233, 0.343], [0.379, -2.017, -1.743], [0.204, 1.055, -0.929], [-1.626, 0.737, -0.215], [-0.087, 1.288, -0.118], [0.319, 0.412, -0.453], [0.608, 0.067, 0.416]],
  "largest_force_ev_per_a": 4.6,
  "e_above_lowest_ev": 3.763,
  "total_charge": 1,
  "total_energy_ev": -6794.32497
}


{
  "formula": "C5H8N",
  "method": "ωB97M-V with the def2-TZVPD basis set",
  "species": ["C", "C", "N", "C", "C", "C", "H", "H", "H", "H", "H", "H", "H", "H"],
  "xyz": [[-1.728131, -1.351678, 0.845318], [-0.654680, -0.684691, 0.598087], [0.333256, 0.084769, 0.240834], [1.444651, 0.397152, 1.143904], [0.445158, 0.662595, -1.073287], [-0.530775, 0.485299, -1.988586], [-2.778361, -1.167830, 1.170721], [-1.322468, -2.381542, 0.963760], [1.691605, 1.548021, 1.198928], [2.280068, -0.132596, 0.768931], [1.249496, 0.057664, 2.254609], [1.345682, 1.355084, -1.187927], [-0.275635, 1.117024, -2.897274], [-1.499864, 0.010729, -2.038018]],
  "forces_ev_per_a": [[1.070, -1.280, 0.762], [0.808, 3.015, -0.669], [-1.854, -1.519, 1.225], [-0.184, 1.872, 3.356], [-1.053, 0.026, -1.128], [2.409, 2.559, -1.255], [1.200, 0.372, -0.367], [-0.923, -0.061, -0.449], [-0.778, -2.301, -0.426], [1.017, -0.416, -0.283], [0.117, 0.544, -2.409], [-1.459, -1.344, 0.090], [-0.620, -1.083, 0.936], [0.251, -0.382, 0.616]],
  "largest_force_ev_per_a": 3.8,
  "e_above_lowest_ev": 3.682,
  "total_charge": 1,
  "total_energy_ev": -6794.40592
}